# 1
The following is a DFT calculation (the ωB97M-V functional and the def2-TZVPD basis) of a 5-piece molecular cluster, C27H47Cl3N4O2 overall in a non-equilibrium geometry.

Values from the calculation:
Energy above the lowest of the compared OMol25 structures with the same formula, charge and spin = 6.3 kcal per mole
E_HOMO (spin up / spin down) = -0.3056 / -0.3064 Eh
Max |F| = 0.0843 hartree/bohr
2S+1 = 3
DFT total energy = -76378.6590 eV
Frontier orbital gap (spin up / spin down) = 0.3194 / 0.3126 hartree

Atoms and positions in Å:
C1 0.479 -0.293 -0.289
Cl1 0.823 -1.629 0.840
Cl2 -1.220 0.126 -0.494
Cl3 1.300 -0.633 -1.830
H1 0.984 0.564 0.138
C2 4.636 0.963 -6.118
C3 4.766 0.584 -4.620
C4 6.096 -0.218 -4.648
C5 6.535 -0.659 -3.227
C6 6.586 0.553 -2.274
C7 5.429 1.572 -2.397
N1 5.022 1.779 -3.789
O1 4.072 2.655 -3.934
C8 4.328 1.104 -1.447
C9 5.969 2.871 -1.787
C10 3.647 -0.381 -4.250
H2 3.648 1.419 -6.181
H3 4.743 0.073 -6.731
H4 5.441 1.653 -6.364
H5 6.031 -1.097 -5.288
H6 6.913 0.419 -5.002
H7 7.531 -1.040 -3.460
H8 5.856 -1.455 -2.923
H9 7.568 1.021 -2.361
H10 6.612 0.047 -1.306
H11 3.395 1.628 -1.664
H12 4.149 0.027 -1.466
H13 4.568 1.249 -0.393
H14 5.182 3.630 -1.790
H15 6.325 2.877 -0.757
H16 6.803 3.224 -2.398
H17 3.762 -1.036 -3.385
H18 3.414 -1.084 -5.049
H19 2.779 0.247 -4.025
C11 -4.139 0.154 1.422
C12 -4.948 0.484 2.686
C13 -4.666 1.949 3.001
C14 -5.461 2.952 2.157
C15 -6.954 2.623 2.158
C16 -7.277 1.164 1.772
N2 -6.404 0.260 2.535
O2 -6.708 -0.992 2.462
C17 -8.762 0.966 2.086
C18 -7.185 1.005 0.240
C19 -4.372 -0.304 3.845
H20 -4.609 0.541 0.524
H21 -4.007 -0.930 1.418
H22 -3.089 0.434 1.493
H23 -4.935 2.206 4.033
H24 -3.634 2.284 2.892
H25 -5.054 2.817 1.148
H26 -5.170 3.962 2.443
H27 -7.352 3.185 1.307
H28 -7.435 2.951 3.079
H29 -9.080 -0.024 1.752
H30 -8.921 1.015 3.166
H31 -9.467 1.652 1.620
H32 -8.015 1.574 -0.168
H33 -6.235 1.437 -0.078
H34 -7.139 -0.039 -0.067
H35 -4.786 -0.026 4.817
H36 -3.294 -0.197 3.970
H37 -4.579 -1.366 3.717
N3 -4.133 -3.553 2.487
C20 -3.132 -3.269 1.603
C21 -1.922 -3.646 2.116
C22 -2.214 -4.011 3.456
C23 -3.575 -4.007 3.668
H38 -5.081 -3.665 2.168
H39 -3.420 -2.971 0.606
H40 -1.034 -3.823 1.534
H41 -1.531 -4.154 4.281
H42 -4.237 -4.155 4.504
N4 3.930 -1.453 1.714
C24 4.994 -0.660 2.110
C25 6.067 -1.087 1.352
C26 5.689 -2.256 0.652
C27 4.332 -2.357 0.766
H43 2.951 -1.258 1.852
H44 4.893 0.221 2.718
H45 7.013 -0.569 1.317
H46 6.334 -2.832 0.008
H47 3.581 -2.994 0.329

---

# 2
The following is a DFT calculation (the ωB97M-V functional and the def2-TZVPD basis) of C42H46IN7O2PPb as an isolated structure in a non-equilibrium geometry.

Values from the calculation:
Energy above the lowest of the compared OMol25 structures with the same formula, charge and spin = 0.0 kcal per mole
E_HOMO = -0.1665 Eh
Max |F| = 0.0255 hartree/bohr
Net charge = -1
DFT total energy = -81467.7816 eV
Frontier orbital gap = 0.2514 hartree

Atoms and positions in Å:
Pb1 0.173 -0.672 -0.021
C1 3.484 -0.020 3.732
C2 3.179 -0.525 5.128
C3 4.117 -0.298 6.143
C4 3.899 -0.655 7.462
C5 2.703 -1.267 7.817
C6 1.760 -1.527 6.841
C7 1.989 -1.175 5.506
N1 0.902 -1.402 4.635
C8 0.911 -1.576 3.259
N2 1.884 -2.404 2.826
C9 2.479 -2.618 1.535
C10 2.123 -1.929 0.365
C11 2.929 -2.184 -0.753
C12 3.941 -3.126 -0.770
C13 4.205 -3.843 0.385
C14 3.494 -3.597 1.550
C15 3.845 -4.370 2.809
N3 -0.004 -1.069 2.506
C16 -0.914 -0.112 2.982
C17 -0.496 1.092 3.568
C18 -1.415 2.077 3.891
C19 -2.763 1.887 3.599
C20 -3.181 0.700 3.007
C21 -2.281 -0.317 2.698
C22 -2.726 -1.628 2.101
H1 4.222 0.779 3.785
H2 2.608 0.375 3.228
H3 3.909 -0.793 3.081
H4 5.040 0.184 5.852
H5 4.669 -0.436 8.199
H6 2.504 -1.559 8.835
H7 0.841 -2.048 7.075
H8 0.029 -1.034 4.986
H9 2.361 -2.893 3.560
H10 2.750 -1.609 -1.650
H11 4.515 -3.290 -1.671
H12 4.989 -4.595 0.408
H13 4.636 -5.087 2.585
H14 2.985 -4.919 3.204
H15 4.220 -3.713 3.608
H16 0.557 1.262 3.718
H17 -1.075 3.006 4.328
H18 -3.477 2.663 3.823
H19 -4.220 0.547 2.777
H20 -3.814 -1.679 2.056
H21 -2.356 -2.472 2.691
H22 -2.345 -1.767 1.088
O1 -0.271 -4.703 -2.549
C23 -0.211 -3.489 -2.447
O2 -0.841 -2.724 -1.658
C24 0.744 -2.677 -3.347
P1 0.309 -0.964 -2.906
C25 -1.250 -0.773 -3.852
C26 -2.495 -0.988 -3.264
C27 -3.643 -0.915 -4.043
C28 -3.564 -0.638 -5.403
C29 -2.320 -0.433 -5.991
C30 -1.177 -0.512 -5.210
C31 1.390 0.151 -3.825
C32 0.925 1.461 -4.009
C33 1.745 2.431 -4.556
C34 3.060 2.120 -4.893
C35 3.525 0.825 -4.723
C36 2.693 -0.155 -4.192
H23 0.542 -2.884 -4.404
H24 1.783 -2.946 -3.140
H25 -2.544 -1.264 -2.229
H26 -4.613 -1.073 -3.599
H27 -4.473 -0.569 -6.000
H28 -2.236 -0.237 -7.057
H29 -0.211 -0.379 -5.678
H30 -0.080 1.718 -3.691
H31 1.375 3.444 -4.672
H32 3.702 2.882 -5.309
H33 4.543 0.582 -4.988
H34 3.077 -1.153 -4.039
C37 -3.140 2.438 -3.149
N4 -4.068 3.541 -2.817
C38 -3.279 4.735 -2.484
N5 -2.327 4.503 -1.377
C39 -1.446 3.375 -1.761
N6 -2.206 2.147 -2.060
C40 -2.988 1.783 -0.874
N7 -3.922 2.865 -0.465
C41 -4.807 3.153 -1.604
C42 -3.109 4.071 -0.203
H35 -2.580 2.726 -4.045
H36 -3.735 1.543 -3.357
H37 -3.970 5.536 -2.185
H38 -2.726 5.042 -3.379
H39 -0.751 3.166 -0.945
H40 -0.867 3.674 -2.640
H41 -2.310 1.583 -0.041
H42 -3.572 0.884 -1.092
H43 -5.485 3.970 -1.328
H44 -5.414 2.262 -1.822
H45 -2.415 3.852 0.608
H46 -3.760 4.895 0.084
I1 1.607 1.750 0.244

---

# 3
The following is a DFT calculation (the ωB97M-V functional and the def2-TZVPD basis) of a 2-piece molecular cluster, CH3OS2 overall in a non-equilibrium geometry.

Values from the calculation:
Energy above the lowest of the compared OMol25 structures with the same formula, charge and spin = 33.9 kcal per mole
E_HOMO (spin up / spin down) = -0.0891 / -0.1275 Eh
Max |F| = 0.0697 hartree/bohr
Net charge = -1
DFT total energy = -24802.5620 eV
Frontier orbital gap (spin up / spin down) = 0.2317 / 0.2699 hartree

Atoms and positions in Å:
C1 1.283 -0.149 0.125
O1 -1.544 1.381 -0.963
S1 -2.060 -1.177 0.273
S2 -1.297 0.665 0.281
H1 0.667 -1.069 0.351
H2 1.725 0.487 0.863
H3 1.225 -0.139 -0.929

---

# 4
The following is a DFT calculation (the ωB97M-V functional and the def2-TZVPD basis) of C30H18F5IMgN5O3S3 as an isolated structure.

Values from the calculation:
Energy above the lowest of the compared OMol25 structures with the same formula, charge and spin = 2.8 kcal per mole
E_HOMO = -0.1596 Eh
Max |F| = 0.0169 hartree/bohr
Net charge = -1
DFT total energy = -104639.7177 eV
Frontier orbital gap = 0.2295 hartree

Atoms and positions in Å:
Mg1 0.897 0.134 -0.679
O1 2.575 -0.870 -4.263
C1 2.029 -0.337 -3.287
N1 2.256 -0.506 -1.992
C2 2.900 -1.740 -1.608
C3 1.925 -2.553 -0.761
C4 2.260 -3.814 -0.280
C5 1.311 -4.559 0.388
C6 0.033 -4.039 0.560
C7 -0.223 -2.766 0.098
N2 0.708 -2.023 -0.531
C8 0.822 0.558 -3.549
C9 0.543 0.992 -4.831
C10 -0.665 1.624 -5.078
C11 -1.570 1.770 -4.041
C12 -1.219 1.316 -2.782
N3 -0.034 0.746 -2.525
H1 3.824 -1.596 -1.044
H2 3.148 -2.334 -2.493
H3 3.264 -4.189 -0.433
H4 1.556 -5.544 0.767
H5 -0.748 -4.602 1.054
H6 -1.203 -2.310 0.219
H7 1.267 0.784 -5.607
H8 -0.910 1.962 -6.078
H9 -2.548 2.208 -4.192
H10 -1.924 1.359 -1.964
O2 2.385 -1.078 3.109
S1 3.241 -0.625 2.044
O3 4.101 -1.604 1.436
N4 2.359 0.205 0.923
C13 2.771 1.475 0.812
S2 2.092 2.542 -0.268
C14 3.876 1.832 1.751
C15 4.527 3.045 1.892
C16 5.533 3.140 2.844
C17 5.879 2.044 3.634
C18 5.228 0.826 3.487
C19 4.226 0.757 2.540
H11 4.245 3.879 1.263
H12 6.059 4.078 2.978
H13 6.668 2.141 4.371
H14 5.496 -0.034 4.088
I1 -1.483 3.428 0.228
C20 -1.368 1.775 1.506
C21 -2.164 1.823 2.638
C22 -2.111 0.763 3.523
C23 -1.251 -0.283 3.259
C24 -0.490 -0.232 2.109
N5 -0.543 0.771 1.219
H15 -2.815 2.668 2.806
H16 -2.734 0.764 4.410
H17 -1.159 -1.132 3.922
H18 0.209 -1.028 1.901
F1 -8.813 0.130 -1.228
C25 -7.491 0.002 -1.015
C26 -7.010 -0.869 -0.058
F2 -7.882 -1.591 0.669
C27 -5.651 -0.996 0.149
F3 -5.264 -1.863 1.098
C28 -4.689 -0.274 -0.572
S3 -2.991 -0.441 -0.313
C29 -5.230 0.601 -1.520
F4 -4.409 1.357 -2.272
C30 -6.585 0.739 -1.747
F5 -7.036 1.594 -2.683